Entry 1:
A structure of composition C41H35ClCrN2Si2. Source: OMol25; level of theory: the ωB97M-V functional and the def2-TZVPD basis.

```
82
Properties=species:S:1:pos:R:3
C -2.58257 2.91212 1.70670
C -1.27833 2.35254 1.90607
C -0.54906 2.48727 0.68912
H -0.84035 2.08974 2.86681
C -1.48025 2.97538 -0.31371
C -2.70664 3.28626 0.35774
H -3.54872 3.82211 -0.08920
H -3.31399 3.10707 2.49639
H 0.51770 2.41142 0.57839
H -1.21839 3.26102 -1.32839
Cr -1.83681 0.82637 0.12498
Si 0.20791 -2.11491 0.07104
C 0.99428 -2.00125 1.84877
C 1.32957 -3.17071 2.53041
H 1.01012 -4.12705 2.12846
C 2.05360 -3.08664 3.72018
H 2.33643 -3.99723 4.24159
C 2.40111 -1.83943 4.24527
H 2.98998 -1.76602 5.16325
C 1.99591 -0.66995 3.59799
H 2.21619 0.32048 4.00719
C 1.27913 -0.75073 2.40473
H 0.95394 0.17100 1.90709
C 1.41047 0.85938 -1.32800
C 2.30714 1.77554 -0.74689
H 2.81589 1.48471 0.17983
C 2.46685 3.02470 -1.32167
H 3.13661 3.75348 -0.85771
C 1.73004 3.38295 -2.44312
H 1.91427 4.33597 -2.94809
C 0.68594 2.56240 -2.88174
H 0.06284 2.87316 -3.72946
C 0.42216 1.36920 -2.21701
H -0.49845 0.79113 -2.40721
H -0.33469 -0.66206 0.42169
Si 2.04524 -0.85751 -1.44374
C 3.10706 -0.61697 -3.03965
C 4.50178 -0.42072 -3.00966
H 5.06584 -0.61948 -2.09145
C 5.19029 0.05666 -4.13521
H 6.27647 0.17800 -4.08295
C 4.49604 0.39383 -5.29744
H 5.02906 0.79969 -6.16099
C 3.10797 0.23177 -5.32871
H 2.54821 0.52485 -6.21959
C 2.42879 -0.27964 -4.22304
H 1.34037 -0.37385 -4.27547
C 3.42041 -1.61497 -0.31735
C 4.26740 -0.88003 0.52557
H 4.21977 0.20944 0.56200
C 5.17087 -1.54584 1.36786
H 5.76068 -0.96388 2.07789
C 5.29832 -2.93550 1.33556
H 5.98711 -3.45423 2.00998
C 4.52671 -3.66178 0.42208
H 4.60469 -4.74925 0.37925
C 3.61174 -3.00702 -0.40962
H 3.00854 -3.59315 -1.11130
H -0.56071 -3.33488 0.34267
Cl -1.73149 -1.44077 -1.34527
C -5.40575 1.12724 -2.43496
C -4.10802 1.26784 -1.93727
N -3.78605 0.81585 -0.71154
C -4.75322 0.30990 0.10058
C -6.10190 0.20118 -0.32127
C -6.40742 0.59833 -1.63362
C -7.04444 -0.31192 0.62740
C -6.66916 -0.67397 1.90344
C -5.30419 -0.58753 2.34650
C -4.83162 -0.94010 3.62437
C -3.48120 -0.81719 3.91684
C -2.58960 -0.38917 2.93234
N -3.00658 -0.07911 1.68753
C -4.34299 -0.12840 1.40841
H -5.59396 1.44167 -3.45400
H -3.29697 1.72393 -2.50878
H -7.43338 0.49135 -1.98213
H -8.08192 -0.43106 0.31116
H -7.39276 -1.07667 2.61854
H -5.53996 -1.30744 4.36412
H -3.07691 -1.04861 4.89742
H -1.52301 -0.28027 3.13199
```

## Properties
charge = +1
2S+1 = 4
LUMO energy (alpha / beta) = -4.668 / -3.760 eV
energy above the lowest of the compared OMol25 structures with the same formula, charge and spin = 405.75 kJ/mol
F_max = 2.7 eV/Å
Kohn-Sham gap (alpha / beta) = 0.2061 / 0.2398 hartree
HOMO energy (alpha / beta) = -10.28 / -10.29 eV

Results of the Mulliken charge analysis, in e, for atoms 1 through 2:
1. C -0.407
2. C -0.968



Entry 2:
A structure of composition C21H8ClF8N4O3Ti. Source: OMol25; level of theory: the ωB97M-V functional and the def2-TZVPD basis.

```
46
Properties=species:S:1:pos:R:3
Ti 0.88533 -0.00487 -0.53622
Cl -1.47862 -0.40542 -7.24426
C -1.14979 -0.52936 -5.54729
C -1.38825 -1.74353 -4.88998
C -1.14365 -1.88188 -3.54548
C -0.63583 -0.80671 -2.79801
O -0.48674 -0.94865 -1.49641
C -0.35419 0.40870 -3.47945
C 0.26794 1.53092 -2.85728
O 0.75261 1.51694 -1.71047
C -0.63909 0.53246 -4.85986
H -1.77336 -2.57776 -5.46134
H -1.33993 -2.81485 -3.03675
H 0.34485 2.46950 -3.41491
H -0.40187 1.45178 -5.37609
N 2.67498 1.00707 -5.30503
C 3.02246 0.17381 -4.58050
N 3.44328 -0.78931 -3.77824
C 2.85969 -0.89117 -2.65007
N 2.38666 -0.99324 -1.58088
F 2.23797 -2.71306 5.46989
C 2.20978 -1.95129 4.37503
C 1.46137 -2.34042 3.27383
F 0.76157 -3.47269 3.29914
C 1.45419 -1.52683 2.16225
F 0.71520 -1.86628 1.06582
C 2.15994 -0.32705 2.08056
O 2.06897 0.40356 0.98681
C 2.90049 0.04242 3.20267
F 3.58595 1.18670 3.20537
C 2.92335 -0.76342 4.33176
F 3.63461 -0.38935 5.39343
F -3.94455 0.72236 4.62160
C -3.57851 1.81992 3.93995
F -4.69302 2.34597 3.39969
F -3.09372 2.70696 4.81797
C -2.57594 1.47875 2.86433
C -1.38016 2.16568 2.75138
C -0.50992 1.79802 1.73809
N -0.78576 0.81885 0.87402
C -1.94691 0.16475 0.98668
C -2.87194 0.46181 1.96865
H -1.11504 2.96050 3.43262
H 0.44965 2.28512 1.61736
H -2.11862 -0.61904 0.25934
H -3.79541 -0.09637 2.03028
```

## Properties
charge = 0
2S+1 = 2
LUMO energy (alpha / beta) = -1.163 / -1.418 eV
energy above the lowest of the compared OMol25 structures with the same formula, charge and spin = 0.00 kJ/mol
F_max = 1.9 eV/Å
Kohn-Sham gap (alpha / beta) = 0.2784 / 0.2765 hartree
HOMO energy (alpha / beta) = -8.74 / -8.94 eV

Results of the natural (NBO) charge analysis, in e, for atoms 1 through 2:
1. Ti 1.622
2. Cl 0.020



Entry 3:
The molecule CH5NO2S. Source: OMol25; level of theory: the ωB97M-V functional and the def2-TZVPD basis.

```
10
Properties=species:S:1:pos:R:3
C 1.43104 -0.29070 -0.25356
N -2.24267 0.79572 -0.09975
O -1.20437 -1.35703 0.04226
O 0.40499 0.70483 -0.21146
S -1.04409 0.01885 0.36118
H 2.30500 0.21626 -0.73498
H 1.11923 -1.06696 -1.08980
H 1.66138 -0.68538 0.68187
H -1.84403 1.72129 -0.43634
H -0.58648 -0.05686 1.74060
```

## Properties
charge = 0
LUMO energy = 0.513 eV
energy above the lowest of the compared OMol25 structures with the same formula, charge and spin = 355.46 kJ/mol
F_max = 4.9 eV/Å
structure (SMILES) = CO[S@@H](=N)=O
Kohn-Sham gap = 0.4081 hartree
HOMO energy = -10.59 eV

Results of the natural (NBO) charge analysis, in e, for atoms 1 through 2:
1. C -0.281
2. N -1.081



Entry 4:
A structure of composition C9H5AsF3MoN3O9S2. Source: OMol25; level of theory: the ωB97M-V functional and the def2-TZVPD basis.

```
33
Properties=species:S:1:pos:R:3
Mo -0.37617 0.69603 0.32781
O 1.32500 2.27366 2.90753
As -0.07284 1.57520 3.62467
O 0.06581 0.66978 4.92138
O -0.31156 0.41821 2.02089
C -1.49768 2.82917 3.45610
C -1.87412 3.24097 4.72439
C -2.77268 4.30100 4.88295
C -3.27535 4.95390 3.77981
C -2.92669 4.53265 2.49516
C -2.04796 3.47664 2.32741
S -1.93761 2.91212 0.67244
O -2.51733 3.82362 -0.22236
O -2.36955 1.48126 0.64434
O -0.40904 2.62195 0.35160
H 2.13976 2.08580 3.40402
H -1.47134 2.74516 5.60025
H -3.06091 4.60304 5.88063
H -3.95881 5.78390 3.89490
H -3.35599 5.01643 1.62838
N 1.29294 0.46330 -0.29071
C 2.39428 0.23023 -0.85110
N 3.41513 0.01413 -1.35533
C 4.55103 -0.24366 -1.96438
N 5.54534 -0.46892 -2.49692
F -1.31994 -2.85810 -2.55382
C -0.89232 -1.64360 -2.75681
F -1.06975 -1.25252 -3.98874
F 0.39123 -1.53326 -2.40960
S -1.85386 -0.48650 -1.65024
O -3.22847 -0.58963 -1.89470
O -1.16482 0.83396 -1.70146
O -1.37517 -0.90663 -0.21891
```

## Properties
charge = +2
LUMO energy = -10.496 eV
energy above the lowest of the compared OMol25 structures with the same formula, charge and spin = 33.49 kJ/mol
F_max = 0.7 eV/Å
Kohn-Sham gap = 0.2466 hartree
HOMO energy = -17.21 eV

Results of the natural (NBO) charge analysis, in e, for atoms 1 through 2:
1. Mo 1.981
2. O -0.993



Q: Which of these has the lowest energy above the lowest of the compared OMol25 structures with the same formula, charge and spin?
A: C21H8ClF8N4O3Ti



Q: The lowest F_max belongs to which entry?
A: C9H5AsF3MoN3O9S2



Copy entry 2 word for word.
A structure of composition C21H8ClF8N4O3Ti. Source: OMol25; level of theory: the ωB97M-V functional and the def2-TZVPD basis.

```
46
Properties=species:S:1:pos:R:3
Ti 0.88533 -0.00487 -0.53622
Cl -1.47862 -0.40542 -7.24426
C -1.14979 -0.52936 -5.54729
C -1.38825 -1.74353 -4.88998
C -1.14365 -1.88188 -3.54548
C -0.63583 -0.80671 -2.79801
O -0.48674 -0.94865 -1.49641
C -0.35419 0.40870 -3.47945
C 0.26794 1.53092 -2.85728
O 0.75261 1.51694 -1.71047
C -0.63909 0.53246 -4.85986
H -1.77336 -2.57776 -5.46134
H -1.33993 -2.81485 -3.03675
H 0.34485 2.46950 -3.41491
H -0.40187 1.45178 -5.37609
N 2.67498 1.00707 -5.30503
C 3.02246 0.17381 -4.58050
N 3.44328 -0.78931 -3.77824
C 2.85969 -0.89117 -2.65007
N 2.38666 -0.99324 -1.58088
F 2.23797 -2.71306 5.46989
C 2.20978 -1.95129 4.37503
C 1.46137 -2.34042 3.27383
F 0.76157 -3.47269 3.29914
C 1.45419 -1.52683 2.16225
F 0.71520 -1.86628 1.06582
C 2.15994 -0.32705 2.08056
O 2.06897 0.40356 0.98681
C 2.90049 0.04242 3.20267
F 3.58595 1.18670 3.20537
C 2.92335 -0.76342 4.33176
F 3.63461 -0.38935 5.39343
F -3.94455 0.72236 4.62160
C -3.57851 1.81992 3.93995
F -4.69302 2.34597 3.39969
F -3.09372 2.70696 4.81797
C -2.57594 1.47875 2.86433
C -1.38016 2.16568 2.75138
C -0.50992 1.79802 1.73809
N -0.78576 0.81885 0.87402
C -1.94691 0.16475 0.98668
C -2.87194 0.46181 1.96865
H -1.11504 2.96050 3.43262
H 0.44965 2.28512 1.61736
H -2.11862 -0.61904 0.25934
H -3.79541 -0.09637 2.03028
```

## Properties
charge = 0
2S+1 = 2
LUMO energy (alpha / beta) = -1.163 / -1.418 eV
energy above the lowest of the compared OMol25 structures with the same formula, charge and spin = 0.00 kJ/mol
F_max = 1.9 eV/Å
Kohn-Sham gap (alpha / beta) = 0.2784 / 0.2765 hartree
HOMO energy (alpha / beta) = -8.74 / -8.94 eV

Results of the natural (NBO) charge analysis, in e, for atoms 1 through 2:
1. Ti 1.622
2. Cl 0.020